No. 1
DFT (ωB97M-V/def2-TZVPD) results for a structure of composition C6H20FHfN10O8.

Atoms and positions in Å:
Hf  8.4528  -26.6901  23.4598
F  10.3479  -27.4553  22.5428
C  6.0089  -26.0400  24.4339
O  6.0895  -26.4459  23.1426
O  6.6034  -26.9753  25.0956
O  6.9065  -25.0565  24.3841
C  7.5265  -28.3546  20.4968
O  7.9214  -27.4830  21.2620
N  7.1577  -28.0006  19.2168
N  7.4106  -29.6766  20.6678
H  6.7457  -28.6548  18.5796
H  7.0470  -27.0216  19.0219
H  7.1600  -30.2589  19.8942
H  7.6095  -30.0833  21.5644
C  8.1829  -23.7090  21.8935
O  8.5624  -24.8855  21.9943
N  8.4699  -22.7736  22.8024
N  7.1615  -23.3886  21.0519
H  7.9702  -21.9068  22.8582
H  9.1373  -23.0474  23.5033
H  6.9929  -24.0373  20.3061
H  6.6110  -22.5800  21.2672
C  11.3895  -24.8449  23.8389
O  10.2706  -25.2311  24.1972
N  11.8435  -24.9251  22.5681
N  12.2486  -24.2404  24.6940
H  11.6562  -25.8263  22.1384
H  12.5889  -24.2989  22.3260
H  11.8833  -23.7843  25.5126
H  13.2318  -24.3026  24.5065
C  10.1153  -27.6447  26.3763
O  9.3774  -27.4982  25.3890
N  11.3075  -28.2476  26.3238
N  9.8856  -27.0022  27.5317
H  11.8740  -28.1837  27.1512
H  11.7355  -28.5947  25.4828
H  10.5956  -26.5161  28.0548
H  9.0616  -26.4126  27.5350
C  8.4913  -30.1080  23.8558
O  8.0682  -28.9741  23.6097
N  8.1513  -30.7673  24.9716
N  9.4934  -30.6588  23.1101
H  8.8800  -31.3520  25.3516
H  7.5607  -30.3645  25.6808
H  10.0042  -30.3056  22.3220
H  9.4949  -31.6401  23.3530

LUMO level in Ha: -0.081
Energy relative to the best compared isomer or geometry (same formula, charge and spin) in kcal/mol: 0.00
Total energy in eV: -41852.4897
Charge: +1

The computed Löwdin charges, all in e, follow: atom 1 (Hf): 2.017, atom 2 (F): -0.495, atom 3 (C): -0.577, atom 4 (O): -0.237, atom 5 (O): -0.172, atom 6 (O): -0.232, atom 7 (C): -0.592, atom 8 (O): -0.064, atom 9 (N): 0.168, atom 10 (N): 0.200, atom 11 (H): 0.100, atom 12 (H): 0.108, atom 13 (H): 0.114, atom 14 (H): 0.080, atom 15 (C): -0.604, atom 16 (O): -0.101, atom 17 (N): 0.209, atom 18 (N): 0.201, atom 19 (H): 0.120, atom 20 (H): 0.103, atom 21 (H): 0.114, atom 22 (H): 0.113, atom 23 (C): -0.633, atom 24 (O): -0.080, atom 25 (N): 0.189, atom 26 (N): 0.180, atom 27 (H): 0.096, atom 28 (H): 0.111, atom 29 (H): 0.115, atom 30 (H): 0.110, atom 31 (C): -0.606, atom 32 (O): -0.096, atom 33 (N): 0.204, atom 34 (N): 0.189, atom 35 (H): 0.115, atom 36 (H): 0.125, atom 37 (H): 0.117, atom 38 (H): 0.130, atom 39 (C): -0.624, atom 40 (O): -0.091, atom 41 (N): 0.204, atom 42 (N): 0.193, atom 43 (H): 0.116, atom 44 (H): 0.133, atom 45 (H): 0.119, atom 46 (H): 0.111

No. 2
DFT (ωB97M-V/def2-TZVPD) results for a cluster of 4 separate species, C6H20NO4 in total.

Atoms and positions in Å:
C  -0.7857  1.4898  0.5607
O  0.0648  1.5291  -0.5386
C  -0.5853  0.3406  1.5758
C  -0.8585  -1.0680  1.0089
C  -0.6845  -2.0765  2.1473
C  0.0820  -1.4826  -0.1777
C  -0.6279  -1.3868  -1.5434
N  0.7234  0.4448  2.2100
H  -1.8301  1.4155  0.1874
H  -0.7244  2.4406  1.1359
H  -1.3788  0.5281  2.3213
H  -1.8768  -1.0849  0.6138
H  0.2501  -1.9345  2.6835
H  -0.6894  -3.1066  1.7784
H  -1.4959  -1.9680  2.8734
H  0.8959  -0.7601  -0.1567
H  0.3955  -2.5153  -0.0493
H  -1.2009  -2.3131  -1.6773
H  -1.3676  -0.5888  -1.5451
H  0.0840  -1.2991  -2.3604
H  1.0595  1.3780  2.1032
H  1.4288  -0.1515  1.8146
H  -1.0176  1.8721  -1.8125
H  -1.2174  1.0874  -3.0943
O  -1.6770  1.7302  -2.5395
H  1.5134  0.2336  -2.7524
H  2.4944  0.9617  -1.7834
O  2.4033  0.5854  -2.6830
H  1.4122  1.5555  -0.1745
H  2.7302  2.5353  -0.0215
O  2.4804  1.6083  -0.1048

LUMO level in Ha: 0.135
Energy relative to the best compared isomer or geometry (same formula, charge and spin) in kcal/mol: 10.86
Total energy in eV: -16228.0966
Charge: -1

The computed Löwdin charges, all in e, follow: atom 1 (C): -0.326, atom 2 (O): -0.299, atom 3 (C): -0.374, atom 4 (C): -0.328, atom 5 (C): -0.093, atom 6 (C): -0.201, atom 7 (C): -0.102, atom 8 (N): 0.048, atom 9 (H): 0.104, atom 10 (H): 0.104, atom 11 (H): 0.125, atom 12 (H): 0.129, atom 13 (H): 0.064, atom 14 (H): 0.065, atom 15 (H): 0.070, atom 16 (H): 0.086, atom 17 (H): 0.091, atom 18 (H): 0.066, atom 19 (H): 0.051, atom 20 (H): 0.056, atom 21 (H): 0.046, atom 22 (H): 0.058, atom 23 (H): -0.014, atom 24 (H): 0.007, atom 25 (O): -0.122, atom 26 (H): -0.012, atom 27 (H): -0.018, atom 28 (O): -0.096, atom 29 (H): -0.024, atom 30 (H): 0.020, atom 31 (O): -0.180

No. 3
DFT (ωB97M-V/def2-TZVPD) results for a structure of composition C6H21AgN5O5.

Atoms and positions in Å:
Ag  -0.4602  0.0358  0.7025
O  -2.2497  -2.2056  0.3986
H  -2.4027  -2.5493  -0.5031
O  -2.8020  0.5154  1.5488
H  -2.3006  1.2937  1.8608
C  1.1249  0.4009  4.1838
O  0.6522  0.2343  3.0957
N  0.4004  0.5691  5.2309
N  2.4196  0.3783  4.5265
H  -0.5937  0.4060  5.1586
H  0.7220  0.9787  6.0963
H  3.0456  0.4222  3.7351
H  2.7569  0.3877  5.4785
C  0.0950  3.3612  0.5921
O  0.1863  2.2426  0.2407
N  0.7126  4.0142  1.5273
N  -0.8080  4.1185  -0.0026
H  0.5172  4.9962  1.6606
H  1.4121  3.5434  2.0833
H  -1.0523  5.0758  0.2072
H  -1.3153  3.5594  -0.6736
C  1.4810  -1.5682  -1.1599
C  0.3556  -1.5338  -2.2323
C  0.0370  -2.8309  -2.9712
O  -1.1236  -2.7240  -3.7405
C  -0.9580  -1.9743  -4.9252
N  -0.8151  -1.0743  -1.5733
H  2.2986  -1.8226  -1.8345
H  1.3217  -2.2063  -0.2906
H  1.5493  -0.5760  -0.7139
H  0.6368  -0.7742  -2.9617
H  -0.2745  -3.6125  -2.2783
H  0.8533  -3.2585  -3.5532
H  -0.2240  -2.3900  -5.6155
H  -0.5886  -0.9790  -4.6781
H  -1.8896  -1.8451  -5.4763
H  -1.5456  -0.8694  -2.2400
H  -1.1745  -1.7396  -0.9037

LUMO level in Ha: 0.088
Total energy in eV: -28246.8388
Charge: -1

The computed Löwdin charges, all in e, follow: atom 1 (Ag): 0.728, atom 2 (O): -0.553, atom 3 (H): -0.157, atom 4 (O): -0.591, atom 5 (H): -0.218, atom 6 (C): -0.787, atom 7 (O): 0.039, atom 8 (N): 0.161, atom 9 (N): 0.144, atom 10 (H): 0.133, atom 11 (H): 0.106, atom 12 (H): 0.106, atom 13 (H): 0.097, atom 14 (C): -0.804, atom 15 (O): 0.015, atom 16 (N): 0.175, atom 17 (N): 0.157, atom 18 (H): 0.107, atom 19 (H): 0.117, atom 20 (H): 0.102, atom 21 (H): 0.124, atom 22 (C): -0.066, atom 23 (C): -0.451, atom 24 (C): -0.217, atom 25 (O): -0.186, atom 26 (C): -0.120, atom 27 (N): 0.001, atom 28 (H): 0.065, atom 29 (H): 0.075, atom 30 (H): 0.043, atom 31 (H): 0.118, atom 32 (H): 0.134, atom 33 (H): 0.113, atom 34 (H): 0.077, atom 35 (H): 0.073, atom 36 (H): 0.085, atom 37 (H): 0.084, atom 38 (H): -0.033

No. 4
DFT (ωB97M-V/def2-TZVPD) results for a cluster of 5 separate species, C6H21BF4NO4 in total.

Atoms and positions in Å:
O  0.4116  0.4351  1.0998
H  1.1122  1.0030  0.7710
H  0.8288  -0.0981  1.7805
H  0.0362  -0.1379  0.4272
C  2.1803  0.4862  4.1902
C  2.8944  -0.6281  3.4951
O  2.1699  -1.2014  2.4079
H  2.5059  1.5116  4.0151
H  2.2145  0.3757  5.2740
H  1.1429  0.4538  3.8574
H  2.9356  -1.4280  4.2344
H  3.9031  -0.3345  3.2047
B  -3.5378  -1.3540  1.4226
F  -4.1227  -1.9152  2.5279
F  -3.5578  -2.2489  0.3645
F  -4.2604  -0.1912  1.3554
F  -2.2414  -0.9633  1.7463
C  -0.4481  -1.5202  -3.1381
C  -0.2048  -0.6983  -1.8006
C  -0.8851  0.6988  -1.9036
O  -0.2021  1.3833  -2.9604
C  -1.0295  2.3973  -3.4928
N  -0.7415  -1.4572  -0.6725
H  0.0869  -0.9958  -3.9298
H  -1.4775  -1.4652  -3.4921
H  0.0252  -2.5020  -3.1229
H  0.8530  -0.5460  -1.5861
H  -0.8357  1.1769  -0.9253
H  -1.9474  0.5598  -2.1039
H  -1.1532  3.2279  -2.7978
H  -2.0471  2.1732  -3.8129
H  -0.5014  2.7578  -4.3756
H  -1.7416  -1.5794  -0.6029
H  -0.3605  -2.3914  -0.7203
O  2.3008  1.6451  -0.1072
H  2.6792  1.1827  -0.8550
H  3.0153  2.1882  0.2257

LUMO level in Ha: 0.077
Energy relative to the best compared isomer or geometry (same formula, charge and spin) in kcal/mol: 0.00
Total energy in eV: -27794.0905
Charge: -1

The computed Löwdin charges, all in e, follow: atom 1 (O): 0.224, atom 2 (H): 0.051, atom 3 (H): 0.058, atom 4 (H): 0.055, atom 5 (C): -0.142, atom 6 (C): -0.496, atom 7 (O): -0.395, atom 8 (H): 0.046, atom 9 (H): 0.055, atom 10 (H): 0.059, atom 11 (H): 0.072, atom 12 (H): 0.069, atom 13 (B): -1.383, atom 14 (F): 0.110, atom 15 (F): 0.112, atom 16 (F): 0.110, atom 17 (F): 0.101, atom 18 (C): -0.045, atom 19 (C): -0.379, atom 20 (C): -0.181, atom 21 (O): -0.178, atom 22 (C): -0.126, atom 23 (N): 0.051, atom 24 (H): 0.056, atom 25 (H): 0.078, atom 26 (H): 0.069, atom 27 (H): 0.126, atom 28 (H): 0.119, atom 29 (H): 0.130, atom 30 (H): 0.085, atom 31 (H): 0.085, atom 32 (H): 0.083, atom 33 (H): 0.073, atom 34 (H): 0.100, atom 35 (O): 0.000, atom 36 (H): 0.073, atom 37 (H): 0.075

No. 5
DFT (ωB97M-V/def2-TZVPD) results for a structure of composition C6H21ClCoI2NP2.

Atoms and positions in Å:
I  0.0068  -1.4674  -3.6156
I  0.0057  1.2886  -4.2655
Co  -0.0020  -0.3329  0.3800
P  -2.0213  0.2807  0.2498
C  -2.6771  0.1661  -1.4224
C  -2.9397  -0.8524  1.3233
H  -3.9338  -0.4390  1.4871
H  -3.6339  1.8737  0.9074
H  -2.4219  -0.9508  2.2861
H  -2.0727  2.1651  1.7433
H  -2.3752  -0.7758  -1.9134
H  -3.0092  -1.8582  0.9076
C  -2.5492  1.9055  0.7967
H  -3.7677  0.2645  -1.3591
H  -2.2899  2.6457  0.0394
H  -2.2505  0.9969  -2.0083
P  2.0215  0.2702  0.2651
C  2.6894  0.1542  -1.4022
C  2.5547  1.8916  0.8180
H  2.4005  -0.9667  2.3025
H  3.9210  -0.4612  1.5158
H  2.9932  -1.8746  0.9270
C  2.9260  -0.8692  1.3440
H  2.0725  2.1530  1.7614
H  3.6386  1.8533  0.9368
H  3.7798  0.2476  -1.3306
H  2.2708  0.9877  -1.9899
H  2.3055  2.6342  0.0596
H  2.3870  -0.7861  -1.8959
Cl  -0.0063  0.3822  2.4875
N  -0.0019  -2.3474  -0.1758
H  -0.7659  -2.5300  -0.8187
H  0.7564  -2.5308  -0.8088
H  -0.0114  -3.1184  0.4679

LUMO level (alpha / beta) in Ha: -0.408 / -0.464
Spin multiplicity: 5
Energy relative to the best compared isomer or geometry (same formula, charge and spin) in kcal/mol: 40.42
Total energy in eV: -92964.6421
Charge: +2
Expectation value of S²: 6.0208

The computed Löwdin charges, all in e, follow: atom 1 (I): 0.574, atom 2 (I): 0.653, atom 3 (Co): -0.004, atom 4 (P): 0.632, atom 5 (C): -0.289, atom 6 (C): -0.234, atom 7 (H): 0.064, atom 8 (H): 0.067, atom 9 (H): 0.032, atom 10 (H): 0.037, atom 11 (H): -0.020, atom 12 (H): 0.052, atom 13 (C): -0.235, atom 14 (H): 0.070, atom 15 (H): 0.057, atom 16 (H): 0.004, atom 17 (P): 0.632, atom 18 (C): -0.288, atom 19 (C): -0.235, atom 20 (H): 0.032, atom 21 (H): 0.064, atom 22 (H): 0.052, atom 23 (C): -0.234, atom 24 (H): 0.037, atom 25 (H): 0.067, atom 26 (H): 0.070, atom 27 (H): 0.006, atom 28 (H): 0.058, atom 29 (H): -0.020, atom 30 (Cl): 0.145, atom 31 (N): 0.031, atom 32 (H): 0.020, atom 33 (H): 0.012, atom 34 (H): 0.090

No. 6
DFT (ωB97M-V/def2-TZVPD) results for a structure of composition C6H21N10O8Pb.

Atoms and positions in Å:
Pb  3.9737  -0.1484  -1.0929
O  -0.0968  0.1352  -0.6198
C  1.2227  0.3109  -0.7973
O  1.9658  0.1982  0.2224
O  1.7661  0.3529  -1.9451
H  0.0631  0.0542  0.3542
C  -1.9675  1.4512  2.4291
O  -2.3440  0.3138  2.6173
N  -1.6423  1.8836  1.1602
N  -1.7958  2.3734  3.4199
H  -1.5095  1.1327  0.5153
H  -1.3536  2.8192  0.9413
H  -1.2179  3.1801  3.2765
H  -1.9860  2.0647  4.3566
C  -0.8426  -1.9627  -3.8337
O  -1.5462  -2.7948  -4.3599
N  0.4680  -1.7432  -4.2007
N  -1.2882  -1.1445  -2.8266
H  0.8855  -2.4394  -4.7910
H  1.0046  -0.9643  -3.8721
H  -2.2726  -1.2148  -2.6381
H  -0.6674  -0.5588  -2.3056
C  -0.9662  2.8003  -3.8820
O  -1.4007  3.5904  -4.6897
N  -1.7166  2.0342  -3.0453
N  0.3811  2.4885  -3.8046
H  -2.7066  2.1492  -2.9286
H  -1.2972  1.3198  -2.4890
H  0.9460  2.9873  -4.4674
H  0.7358  1.8012  -3.1667
C  -0.3961  -3.1192  1.1264
O  -1.1670  -3.7855  1.7821
N  0.7784  -2.6309  1.6450
N  -0.5935  -2.8965  -0.2152
H  1.0108  -2.6943  2.6255
H  1.2636  -1.9066  1.1468
H  -1.5051  -3.0466  -0.6022
H  0.2411  -2.7497  -0.7491
C  1.9956  -0.4726  4.4836
O  2.0928  -1.6902  4.4557
N  1.5690  0.2319  5.5669
N  2.4225  0.2841  3.4141
H  1.4336  1.2225  5.5057
H  1.3085  -0.2824  6.3881
H  2.6052  -0.1822  2.5511
H  2.1458  1.2482  3.3387

LUMO level in Ha: -0.295
Energy relative to the best compared isomer or geometry (same formula, charge and spin) in kcal/mol: 23.52
Total energy in eV: -43087.8047
Charge: +1

The computed Löwdin charges, all in e, follow: atom 1 (Pb): 1.819, atom 2 (O): 0.103, atom 3 (C): -0.775, atom 4 (O): -0.180, atom 5 (O): -0.179, atom 6 (H): 0.139, atom 7 (C): -0.681, atom 8 (O): 0.056, atom 9 (N): 0.150, atom 10 (N): 0.156, atom 11 (H): 0.055, atom 12 (H): 0.098, atom 13 (H): 0.090, atom 14 (H): 0.109, atom 15 (C): -0.668, atom 16 (O): 0.065, atom 17 (N): 0.152, atom 18 (N): 0.157, atom 19 (H): 0.104, atom 20 (H): 0.053, atom 21 (H): 0.122, atom 22 (H): 0.020, atom 23 (C): -0.672, atom 24 (O): 0.061, atom 25 (N): 0.164, atom 26 (N): 0.144, atom 27 (H): 0.115, atom 28 (H): 0.035, atom 29 (H): 0.103, atom 30 (H): 0.033, atom 31 (C): -0.667, atom 32 (O): 0.071, atom 33 (N): 0.165, atom 34 (N): 0.150, atom 35 (H): 0.085, atom 36 (H): 0.034, atom 37 (H): 0.108, atom 38 (H): 0.077, atom 39 (C): -0.661, atom 40 (O): 0.029, atom 41 (N): 0.171, atom 42 (N): 0.143, atom 43 (H): 0.094, atom 44 (H): 0.117, atom 45 (H): 0.049, atom 46 (H): 0.087